DFT (ωB97M-V/def2-TZVPD) results for C6H11NO as an isolated structure at a distorted geometry.

As for the energy above the lowest of the compared OMol25 structures with the same formula, charge and spin: 6.059 eV. For the total energy, the calculation gives -365.00881 a.u. Its spin multiplicity is 1. As for the molecular weight: 113.16 g/mol.

Geometry as XYZ:
```
19
C6H11NO, DFT ωB97M-V/def2-TZVPD
C -1.7186 0.2902 0.1115
C -1.3838 1.1527 1.2459
O -1.8653 1.0509 -1.0709
C -0.5331 -0.8146 -0.1544
C -0.4483 -2.0368 -0.2168
H -2.0393 0.4502 -1.8045
H -2.5816 -0.3532 0.2851
H -1.6152 0.7226 2.2141
H -1.7030 2.1833 1.1285
H -0.0581 1.3152 1.1148
H -0.2879 -3.0866 -0.2007
C 2.1832 -0.7141 -0.7116
C 1.0764 0.2640 -0.4001
N 1.1867 1.0544 0.6821
H 1.7002 0.5788 1.4272
H 0.7063 0.8093 -1.2687
H 1.8746 -1.3962 -1.5041
H 3.0674 -0.1682 -1.0480
H 2.4396 -1.3021 0.1707
```

Mulliken atomic charge list, values in e, 6 entries:
1. C 0.155
2. C -1.117
3. O -0.570
4. C -0.342
5. C -0.304
6. H 0.368